Record 1
The following is a quantum chemistry calculation of C4H6BrFN3 as an isolated structure in a non-equilibrium geometry, from the Open Molecules 2025 dataset.

Last column: Löwdin charge in e.
Geometry (Å):
C 0.9432 1.1840 -0.7516  -0.152
C -0.3017 0.5846 -0.4491  -0.643
C 3.0489 0.6366 0.4671  -0.065
C -0.8951 -0.7419 -1.0883  -0.037
N 2.0480 0.7277 -0.2400  0.098
N -0.3067 -0.7162 0.2786  -0.090
N -1.2390 -0.8483 1.3222  0.159
F 4.1099 -0.1420 0.3633  0.094
Br -1.7857 1.7886 0.1815  0.858
H 0.9174 2.2183 -1.2360  0.160
H -1.9597 -0.7547 -1.3706  0.124
H -0.3074 -1.1705 -1.8664  0.109
H -0.6466 -1.3073 2.0354  0.203
H -1.9913 -1.5568 1.1080  0.207
H -1.6342 0.0978 1.2457  -0.024

Cartesian forces (eV/Å) of the 3 atoms listed first:
C 2.35 2.34 -0.13
C -3.32 -2.71 0.16
C 0.39 -0.19 0.89

Summary:
- HOMO-LUMO gap (alpha / beta): 7.8 / 7.8 eV
- Highest occupied orbital energy (alpha / beta): -12.083 / -12.084 eV
- Total energy: -2993.6842 hartree
- LUMO level (alpha / beta): -0.159 / -0.159 hartree
- Net charge: +1

Record 2
The following is a quantum chemistry calculation of an isolated ion of composition C4H6BrINS and charge +1 in a non-equilibrium geometry, from the Open Molecules 2025 dataset.

Last column: Löwdin charge in e.
Geometry (Å):
C 0.2125 -0.0306 -1.4682  -0.274
C 0.1906 1.2043 -0.8949  -0.381
C 0.9939 -0.8228 0.4378  -0.701
C -1.1805 0.3630 1.4190  -0.639
N 0.0982 -1.0699 -0.5998  -0.089
S 0.4404 0.9924 0.8069  0.984
Br -2.6500 0.3074 0.0062  0.694
I 3.0279 -0.1011 -0.1638  0.915
H 0.1775 -0.1328 -2.4831  0.121
H 0.4803 2.0948 -1.4032  0.095
H 0.9238 -1.3987 1.2657  0.047
H -0.9125 -0.6228 1.7984  0.039
H -1.4074 1.0956 2.1726  0.028
H -0.3949 -1.8788 -0.8936  0.160

Cartesian forces (eV/Å) of the 3 atoms listed first:
C -1.87 2.75 1.56
C 1.06 -1.57 -1.14
C 0.40 3.69 -2.18

Summary:
- HOMO-LUMO gap: 8.5 eV
- ΔE to the lowest compared entry with this formula, charge and spin: 91.8 kJ/mol
- Highest occupied orbital energy: -13.294 eV
- Total energy: -3480.2954 hartree
- LUMO level: -0.176 hartree
- Net charge: +1

Record 3
The following is a quantum chemistry calculation of one molecule with the formula C4H6BrIO in a non-equilibrium geometry, from the Open Molecules 2025 dataset.

Last column: Löwdin charge in e.
Geometry (Å):
C -0.1176 -0.3837 0.8997  -0.687
C -0.5332 -1.6361 0.2704  -0.069
C 1.1678 1.2629 -1.1656  -0.628
C -0.8349 0.8024 0.7283  -0.478
O 1.0373 -0.2656 1.4674  -0.299
Br -2.4663 0.7963 -0.2646  0.681
I 2.7271 0.4362 -0.2993  1.189
H -0.6989 -2.4316 1.0398  0.107
H 0.3535 -1.7917 -0.2458  0.046
H -1.5419 -1.6343 -0.2944  0.064
H 0.8759 2.3054 -1.2489  -0.016
H 0.5658 0.7750 -2.0130  0.026
H -0.5347 1.7648 1.1260  0.062

Cartesian forces (eV/Å) of the 3 atoms listed first:
C 1.24 2.18 1.36
C -3.18 -1.18 1.17
C -2.68 -0.38 -1.92

Summary:
- HOMO-LUMO gap (alpha / beta): 6.8 / 7.9 eV
- ΔE to the lowest compared entry with this formula, charge and spin: 327.4 kJ/mol
- Highest occupied orbital energy (alpha / beta): -8.196 / -8.649 eV
- Total energy: -3102.8012 hartree
- LUMO level (alpha / beta): -0.052 / -0.029 hartree